(1)
16
Properties=species:S:1:pos:R:3 method="wB97M-V/def2-TZVPD" multiplicity=1 orbital_gap_ev=10.867 relative_energy_ev=1.379
C 2.1656 0.2365 0.1216
C 0.6417 0.4107 0.0563
C -0.0660 -0.6723 -0.7212
C -1.5146 -0.2348 -0.6379
C -1.5217 0.2048 0.8577
O -0.1470 0.1539 1.3126
H 2.5177 0.4660 1.1256
H 2.6844 0.9179 -0.5758
H 2.4901 -0.7787 -0.1492
H 0.3988 1.4507 -0.1909
H 0.3494 -1.1441 -1.6128
H 0.0257 -1.3475 0.1400
H -2.1984 -1.0540 -0.8725
H -1.7681 0.6106 -1.2887
H -2.1761 -0.4533 1.4498
H -1.8817 1.2336 0.9855

(2)
16
Properties=species:S:1:pos:R:3 method="wB97M-V/def2-TZVPD" multiplicity=1 orbital_gap_ev=10.466 relative_energy_ev=2.956
C -2.1076 1.0696 -0.9308
C -1.5092 1.0509 0.2981
C -1.2245 -0.1262 1.1805
H -2.7039 1.8201 -1.4310
H -2.3537 0.0316 -1.3698
H -1.3339 2.1971 0.6336
H -1.1545 -1.1810 0.8363
H -0.2330 0.2385 1.5369
H -1.9699 -0.1390 2.0789
C 1.8988 -0.0520 -0.5088
C 2.3249 -1.4969 -0.3179
O 1.6368 -2.5549 -0.3252
H 1.9663 0.4853 -1.4958
H 2.4716 0.4932 0.2507
H 0.8558 -0.0151 -0.2244
H 3.4359 -1.8210 -0.2111

(3)
16
Properties=species:S:1:pos:R:3 method="wB97M-V/def2-TZVPD" multiplicity=1 orbital_gap_ev=7.729 relative_energy_ev=6.259
C -0.5337 1.2410 -1.3552
C 0.0825 0.6546 -0.1268
C 1.7265 -0.5419 0.0421
C -0.8852 0.4266 1.0415
C -0.6437 -1.0770 0.9190
O 0.1011 -0.9685 -0.3224
H 0.1288 1.1774 -2.2270
H -0.7215 2.3060 -1.1634
H -1.4984 0.7684 -1.6196
H 2.1511 -0.2282 -0.9065
H 1.9723 -1.6004 0.2459
H 2.0945 0.0746 0.8604
H -1.9282 0.7004 0.8227
H -0.6005 0.8772 1.9985
H -1.5193 -1.7107 0.7566
H -0.0202 -1.5265 1.7012

(4)
16
Properties=species:S:1:pos:R:3 method="wB97M-V/def2-TZVPD" multiplicity=1 orbital_gap_ev=8.964 relative_energy_ev=4.382
C 2.1044 0.4688 -0.0546
C 0.8913 -0.2650 -0.5900
C -0.4032 -0.0637 -0.0722
O -0.4143 -1.6460 0.9160
C -1.2254 0.9096 0.6728
C -1.7817 0.1817 -0.5446
H 3.0116 -0.1138 -0.2539
H 2.0451 0.6079 1.0314
H 2.2524 1.4588 -0.5088
H 0.5622 -1.4229 0.2303
H 0.9241 -0.5513 -1.6423
H -0.9434 -2.3151 0.4485
H -1.6251 0.6270 1.6405
H -0.9627 1.9601 0.5708
H -2.5502 -0.5632 -0.3642
H -1.8848 0.7273 -1.4796

(5)
16
Properties=species:S:1:pos:R:3 method="wB97M-V/def2-TZVPD" multiplicity=1 orbital_gap_ev="8.234 / 8.076" relative_energy_ev=6.069
C 1.9776 0.1980 1.1510
C 0.9099 0.3179 0.0646
C -0.7096 -0.4520 -1.6297
C -1.6653 -0.4662 -0.5463
C -1.0314 0.1102 0.7491
O -0.1541 1.1500 0.4996
H 2.4729 1.1641 1.3070
H 2.7417 -0.5287 0.8557
H 1.5428 -0.1256 2.1031
H 1.3657 0.6763 -0.8608
H -0.5327 0.4889 -2.1438
H -0.5508 -1.3470 -2.2255
H -2.1117 -1.4397 -0.3250
H -2.4758 0.2589 -0.7324
H 0.1819 -0.6918 0.4036
H -1.7273 0.3614 1.5587

(6)
16
Properties=species:S:1:pos:R:3 method="wB97M-V/def2-TZVPD" multiplicity=1 orbital_gap_ev=11.232 relative_energy_ev=1.258
C -2.1088 -1.1503 -0.1620
C -0.6845 -0.6231 -0.3542
C -0.0970 0.1293 0.8288
O 1.1295 -0.4260 1.3092
C 1.1675 0.8696 0.7302
C 1.8840 1.0757 -0.5793
H -2.2936 -1.4454 0.8762
H -2.2669 -2.0333 -0.7891
H -2.8662 -0.4118 -0.4427
H 0.0029 -1.4622 -0.4947
H -0.6351 -0.0232 -1.2722
H -0.7911 0.4207 1.6221
H 1.3598 1.6462 1.4731
H 1.5757 0.3524 -1.3393
H 2.9685 1.0000 -0.4548
H 1.6553 2.0813 -0.9514

(7)
16
Properties=species:S:1:pos:R:3 method="wB97M-V/def2-TZVPD" multiplicity=1 orbital_gap_ev=10.423 relative_energy_ev=1.669
C 1.2470 -0.9633 0.4120
C 0.3488 0.2620 0.4406
C 0.6650 1.4778 -0.4753
C -0.8111 1.5304 -0.9486
C -0.9950 0.1672 -0.2844
O -1.8167 -0.7058 -0.3909
H 0.7932 -1.7886 0.9695
H 1.4074 -1.3034 -0.6174
H 2.2249 -0.7439 0.8538
H 0.1734 0.5906 1.4743
H 1.0445 2.3722 0.0237
H 1.3492 1.2058 -1.2853
H -1.4029 2.3061 -0.4503
H -1.0123 1.5677 -2.0229
H -1.5771 -3.2943 1.3603
H -1.6384 -2.6806 0.9408

(8)
16
Properties=species:S:1:pos:R:3 method="wB97M-V/def2-TZVPD" multiplicity=1 orbital_gap_ev=10.605 relative_energy_ev=1.353
C -0.7394 -1.6172 -0.3559
C 0.3124 -1.3983 0.4263
C 1.6353 -0.8755 -0.0777
C 1.7339 0.6031 0.2410
O 1.7661 1.4763 -0.5918
H -1.6997 -1.9196 0.0540
H -0.6890 -1.4707 -1.4334
H 0.2191 -1.5323 1.5050
H 2.4681 -1.3963 0.4149
H 1.7258 -0.9961 -1.1607
H 1.7429 0.8512 1.3249
C -1.6966 1.6591 -0.0639
H -1.7728 2.6570 0.3782
H -1.7033 0.8968 0.7201
H -2.5318 1.4889 -0.7470
H -0.7707 1.5734 -0.6341

(9)
16
Properties=species:S:1:pos:R:3 method="wB97M-V/def2-TZVPD" multiplicity=1 orbital_gap_ev=10.739 relative_energy_ev=2.172
C 1.5994 -0.2228 1.2063
C 0.9218 0.0212 -0.1425
C 0.0748 -1.0245 -0.8561
C -0.5804 0.1711 -0.2732
C -1.6036 0.3370 0.8093
O -1.0597 0.8849 -1.4933
H 2.5757 -0.7108 1.0810
H 1.7847 0.7239 1.7338
H 1.0095 -0.8596 1.8745
H 1.5268 0.6632 -0.7809
H -0.2415 -0.5971 -1.8668
H 0.0158 -2.0635 -0.5067
H -2.5614 -0.0716 0.4703
H -1.7370 1.4071 0.9890
H -1.3347 -0.1463 1.7531
H -0.4181 1.5345 -1.8151

(10)
16
Properties=species:S:1:pos:R:3 method="wB97M-V/def2-TZVPD" multiplicity=1 orbital_gap_ev=10.415 relative_energy_ev=0.626
C 0.3182 -0.1891 -2.0441
C -0.3043 -0.6295 -0.7695
O -1.1502 -1.4886 -0.6544
C 0.0411 0.3778 0.3561
C 1.1011 -0.3349 1.1819
C -1.2269 0.7318 1.1193
H 1.3499 0.1568 -1.9712
H 0.1240 -0.7585 -2.9610
H -0.2565 0.7343 -1.8858
H 0.4880 1.3102 -0.0403
H 2.0095 -0.4722 0.5820
H 0.7177 -1.3212 1.4563
H 1.3562 0.2245 2.0845
H -1.7939 -0.1838 1.2911
H -1.8673 1.4138 0.5455
H -1.0012 1.2071 2.0776

(11)
16
Properties=species:S:1:pos:R:3 method="wB97M-V/def2-TZVPD" multiplicity=1 orbital_gap_ev=10.408 relative_energy_ev=1.620
C -2.3432 -0.2173 -0.2807
C -1.2308 0.3312 0.5837
C -0.0123 0.7788 -0.1510
O 0.3172 2.0096 -0.2479
C 0.9798 -0.2833 -0.5569
C 2.3741 -0.1816 0.2453
H -3.0567 -0.6764 0.4695
H -2.8823 0.5312 -0.8298
H -2.1838 -0.9769 -1.0768
H -0.7337 -0.4679 1.2449
H -1.6089 1.1063 1.3458
H 0.5239 -1.3693 -0.4692
H 1.3994 -0.1066 -1.6164
H 3.3377 -0.5992 -0.3801
H 2.3893 -0.7589 1.2969
H 2.7306 0.8803 0.4226

(12)
16
Properties=species:S:1:pos:R:3 method="wB97M-V/def2-TZVPD" multiplicity=1 orbital_gap_ev=8.524 relative_energy_ev=4.441
O -2.3897 -0.5412 -0.5394
C -1.3717 0.4366 -0.5608
C 0.0346 -0.1540 -0.4355
C 1.1309 0.9050 -0.5918
C 1.6945 -1.1255 0.9689
C 0.2287 -0.8704 0.9374
H -2.4065 -0.9387 0.3394
H -1.4662 0.9401 -1.5303
H -1.5328 1.2005 0.2193
H 0.1490 -0.9065 -1.2231
H 1.0452 1.6813 0.1782
H 1.1259 1.3818 -1.5756
H 2.1113 0.4185 -0.4780
H 2.1457 -0.3711 1.6499
H -0.1882 -0.2316 1.7336
H -0.3109 -1.8249 0.9078

(13)
16
Properties=species:S:1:pos:R:3 method="wB97M-V/def2-TZVPD" multiplicity=1 orbital_gap_ev=8.848 relative_energy_ev=3.603
C 2.0797 -0.2994 0.0851
C 1.0362 0.5429 -0.6536
C 0.0222 -0.2409 -1.4669
C -1.3868 -0.6562 0.8542
C -1.7228 0.5068 -0.0756
O -1.2246 0.1627 -1.3732
H 2.2371 -1.2490 -0.4324
H 1.7800 -0.5212 1.1166
H 3.0398 0.2215 0.1435
H 1.5248 0.9637 -1.5449
H 0.7148 1.3912 -0.0348
H -0.3191 -0.8877 0.9697
H -1.7625 -0.4107 1.8411
H -1.8663 -1.5686 0.4882
H -1.3465 1.4692 0.2784
H -2.8059 0.5756 -0.1956

(14)
16
Properties=species:S:1:pos:R:3 method="wB97M-V/def2-TZVPD" multiplicity=1 orbital_gap_ev=10.222 relative_energy_ev=1.638
C -1.4963 -0.5028 -1.0759
C -0.5016 -0.1972 -0.0094
C -0.3973 0.7111 0.9718
C 0.8212 0.0662 1.5996
C 0.7337 -0.9578 0.4265
H -2.2326 -1.1999 -0.6588
H -1.0332 -0.9816 -1.9445
H -2.0217 0.3938 -1.4169
H -1.0117 1.5632 1.2545
H 1.7470 0.6510 1.6611
H 0.6195 -0.3807 2.5777
H 0.5420 -1.9948 0.7200
H 1.5843 -0.9473 -0.2697
O 0.8055 1.5705 -1.7509
H 1.5514 0.9600 -1.7499
H 0.5134 1.5653 -0.8273

(15)
16
Properties=species:S:1:pos:R:3 method="wB97M-V/def2-TZVPD" multiplicity=1 orbital_gap_ev=9.252 relative_energy_ev=5.183
C -1.0619 -0.8380 -1.2284
C -0.9318 -0.2668 0.1672
C 0.4411 -0.0824 0.8704
C 1.7535 -0.4696 0.2256
C -0.2994 1.0742 0.2974
O 0.0232 1.9771 -0.5897
H -0.3887 -0.3288 -1.9241
H -2.0820 -0.7052 -1.6043
H -0.8333 -1.9098 -1.2416
H -1.7257 -0.5374 0.8605
H 0.3823 -0.2448 1.9449
H 2.5950 -0.0756 0.8058
H 1.8622 -1.5587 0.1691
H 1.8320 -0.0580 -0.7847
H -0.9247 1.7541 1.3901
H -0.6418 2.2697 0.6418

(16)
16
Properties=species:S:1:pos:R:3 method="wB97M-V/def2-TZVPD" multiplicity=1 orbital_gap_ev=10.808 relative_energy_ev=1.396
C 2.7325 -1.0557 -0.9512
C 2.0028 -0.0598 -0.4630
C 0.5102 0.0405 -0.6033
O -0.0441 -0.1710 0.6788
C -1.1276 0.6516 1.0506
C -2.4767 0.1323 0.5741
H 3.8051 -1.1008 -0.7911
H 2.2816 -1.8650 -1.5236
H 2.4655 0.7286 0.1301
H 0.2369 1.0381 -0.9886
H 0.1463 -0.7048 -1.3273
H -0.9598 1.6764 0.6833
H -1.1119 0.6812 2.1462
H -3.2816 0.7451 0.9954
H -2.6208 -0.9003 0.9076
H -2.5584 0.1635 -0.5180